No. 1
One molecule with the formula C7H10N2. Source: the Open Molecules 2025 dataset; level of theory: wB97M-V/def2-TZVPD.

```
19
C7H10N2 wB97M-V/def2-TZVPD
C -0.2103 -0.5089 1.2951
C 0.8229 -1.0496 0.2299
C -0.5129 0.0329 -1.0668
C -1.7584 0.3098 -0.1281
C 0.1110 1.2060 -0.2312
C 1.4826 1.2779 -0.0870
C 1.8677 0.0272 0.0803
H -0.9648 -1.3226 1.3229
H 0.4591 -0.5317 2.3550
H 1.1815 -2.0492 0.5136
H -0.4534 -1.9990 -1.1222
H -0.4676 0.1659 -2.2071
H -2.5953 1.0536 -0.1836
H -2.4610 -0.4507 0.3077
H -0.3933 2.1457 -0.6874
H 1.7761 2.4568 -0.2161
H 3.0217 -0.2958 -0.0009
N 0.0236 -1.1777 -1.0239
N -0.9291 0.7093 0.8497
```

Summary:
- SMILES: C1=C[C@H]2[C@@H]3CN2C[C@H]1N3
- E_LUMO: 0.9 eV
- Kohn-Sham gap: 0.314 Ha

No. 2
A 2-piece molecular cluster, C7H10N2 overall. Source: the Open Molecules 2025 dataset; level of theory: wB97M-V/def2-TZVPD.

```
19
C7H10N2 wB97M-V/def2-TZVPD
C -1.3065 -0.7351 -0.6378
C -1.2380 0.7532 -0.4644
C -0.4532 -0.0323 0.4966
C 0.9837 -0.1972 0.5678
C 1.9264 0.2630 -0.3422
C 3.3293 -0.0823 -0.0921
C 4.5526 -0.0746 -0.1010
H -3.2076 -0.8641 0.1385
H -1.9438 -2.1512 0.9480
H -0.6990 -1.2430 -1.4758
H -0.3004 1.3176 -0.9505
H -1.8972 1.9080 1.1061
H -2.8662 2.0071 -0.6137
H -0.9386 -0.3716 1.4763
H 1.5429 -0.8584 1.3241
H 1.7791 0.9889 -1.3300
H 5.5730 -0.4370 -0.0181
N -2.4979 -1.5894 -0.2190
N -2.3385 1.3984 0.1874
```

Summary:
- E_LUMO: 0.5 eV
- Kohn-Sham gap: 0.323 Ha

No. 3
C7H10N2O as an isolated structure. Source: the Open Molecules 2025 dataset; level of theory: wB97M-V/def2-TZVPD.

```
20
C7H10N2O wB97M-V/def2-TZVPD
C 0.4645 -1.9698 -0.1463
C 0.1640 -0.4750 -0.1011
C 1.4570 0.2808 -0.1522
N 2.1168 0.6407 -1.1625
C -0.9875 0.0459 -1.0317
N -1.9166 -0.5567 -0.0308
C -0.9277 -0.0158 0.9454
C -0.9702 1.4976 0.6776
C -1.0073 1.5398 -0.6617
H -0.3805 -2.5422 0.2489
H 0.6587 -2.2837 -1.1809
H 1.3553 -2.2017 0.4547
H -1.0701 -0.2581 -2.0810
H -2.8065 -0.0612 0.0150
H -0.9499 -0.3918 1.9753
H -0.9310 2.2994 1.4121
H -0.9996 2.3881 -1.3427
O 2.1296 0.6352 1.0729
H 2.9965 1.1157 -0.7257
H 1.6046 0.3128 1.8149
```

Summary:
- E_LUMO: 0.7 eV
- Kohn-Sham gap: 0.359 Ha

No. 4
One molecule with the formula C7H10N2O. Source: the Open Molecules 2025 dataset; level of theory: wB97M-V/def2-TZVPD.

```
20
C7H10N2O wB97M-V/def2-TZVPD
C -1.2984 1.4234 0.0988
C 2.0011 -0.8476 -0.0498
C 0.6502 -1.4862 0.3081
C -0.2847 -0.5991 1.1141
C -1.3239 0.1313 0.3167
C -2.5068 -0.7210 -0.2075
C 2.3695 1.4096 -0.6234
N -1.3145 2.6497 -0.0195
N 2.1126 0.4921 0.1564
O 2.9909 -1.4994 -0.4113
H 0.0475 -1.7461 -0.6772
H 0.9613 -2.4200 0.7364
H -0.7697 -1.2104 1.8179
H 0.1873 0.2772 1.5527
H -3.0123 0.1401 -0.8016
H -3.1232 -1.2207 0.5101
H -2.1163 -1.5699 -0.9178
H 2.7247 2.5327 -0.3690
H 2.5456 1.1287 -1.6768
H -0.8411 3.1357 -0.8572
```

Summary:
- SMILES: C=NC(=O)CCC(C)=C=N
- E_LUMO: 0.5 eV
- Kohn-Sham gap: 0.337 Ha

No. 5
A 2-piece molecular cluster, C7H10N2O overall. Source: the Open Molecules 2025 dataset; level of theory: wB97M-V/def2-TZVPD.

```
20
C7H10N2O wB97M-V/def2-TZVPD
C -3.1308 -0.7296 0.6007
C -1.9989 -0.1149 1.0318
C -1.8164 -0.6429 -1.0867
C 0.4167 1.8718 0.3392
C 0.6004 1.4080 -1.1298
C 0.0817 0.5166 -0.0450
C 1.7358 -1.6759 0.4367
N -2.9773 -1.1127 -0.7418
N -1.1926 -0.0450 -0.0761
O 1.9551 -2.1088 -0.8312
H -3.9966 -1.1205 1.1143
H -1.7287 0.3528 1.9412
H -1.2626 -0.9299 -1.9109
H 1.4684 1.9297 0.7126
H -0.2539 2.6415 0.3980
H -0.1309 1.5591 -1.8392
H 1.4838 1.3472 -1.7341
H 0.9875 -2.2285 1.0885
H 1.6727 -0.5858 0.5197
H 1.6161 -3.0615 -0.8939
```

Summary:
- E_LUMO (alpha / beta): 0.6 / -0.2 eV
- Kohn-Sham gap (alpha / beta): 0.307 / 0.274 Ha

No. 6
A 2-piece molecular cluster, C7H10N2O2S overall. Source: the Open Molecules 2025 dataset; level of theory: wB97M-V/def2-TZVPD.

```
22
C7H10N2O2S wB97M-V/def2-TZVPD
C -1.9677 -1.8179 0.7666
C -1.1985 -2.9111 0.4297
C -0.3046 -0.5723 0.0091
C -3.4479 1.1749 -0.1265
C 0.0761 1.9261 -0.1499
C 2.9350 0.2523 0.2120
C 0.4978 0.4829 -0.2293
N -1.5128 -0.5483 0.5061
N 1.8576 0.1050 -0.7602
O -3.6712 0.8719 -1.2270
O -3.1902 1.5752 0.9297
S 0.3232 -2.2088 -0.2380
H -2.9669 -1.9503 1.2942
H -1.1073 -3.9284 0.4529
H -0.7763 2.1675 -0.7598
H -0.2289 2.0457 0.8778
H 1.0550 2.5917 -0.3461
H 3.0263 1.2998 0.7220
H 2.8290 -0.5983 0.8326
H 3.8075 0.0874 -0.3962
H 2.0857 0.7339 -1.5529
H 1.8792 -0.7788 -1.2465
```

Summary:
- E_LUMO: 0.1 eV
- Kohn-Sham gap: 0.231 Ha

No. 7
One molecule with the formula C7H10N2O2S2. Source: the Open Molecules 2025 dataset; level of theory: wB97M-V/def2-TZVPD.

```
23
C7H10N2O2S2 wB97M-V/def2-TZVPD
C 1.1632 0.3708 0.9861
C -1.9000 0.0858 -0.0591
C 0.2167 1.1022 -0.0793
C -0.9895 -0.7923 -1.0018
C 0.4142 -0.1380 -0.8876
C -1.5919 2.0823 1.3011
C 2.2492 -1.8499 0.0673
N -1.1508 1.1403 0.3004
N 1.3383 -0.6936 0.0959
O 1.6935 0.6837 2.0087
O -3.0364 -0.1833 0.1551
S -0.9271 -2.4975 -0.3262
S 1.1392 0.1085 -2.5923
H 0.5271 2.0026 -0.7709
H -1.3847 -0.7279 -2.0972
H -1.1669 3.1162 0.9807
H -2.6816 2.1263 1.1649
H -1.1838 1.7463 2.2374
H 2.1225 -2.2102 1.0049
H 1.7009 -2.3931 -0.6985
H 3.2187 -1.4605 -0.0609
H -2.0445 -2.1907 0.3784
H 2.2740 0.5718 -2.1075
```

Summary:
- Multiplicity: 3
- Expectation value of S²: 2.010
- E_LUMO (alpha / beta): 0.5 / -3.1 eV
- Kohn-Sham gap (alpha / beta): 0.195 / 0.222 Ha

No. 8
A 2-piece molecular cluster, C7H10N2O3 overall. Source: the Open Molecules 2025 dataset; level of theory: wB97M-V/def2-TZVPD.

```
22
C7H10N2O3 wB97M-V/def2-TZVPD
C -0.7911 1.2649 -0.8470
C -0.8992 2.6259 -1.4893
C -1.4642 2.7062 -2.8994
C -0.4169 -2.7395 3.3538
C 0.2443 -2.0874 2.2249
C 0.7901 -1.5241 1.3110
C 1.4422 -0.8894 0.1772
H -0.1013 2.3038 0.5954
H -1.7867 0.8175 -0.8233
H -0.1792 0.6364 -1.4932
H -1.5196 3.7363 -3.3211
H 0.1599 -3.6113 3.6931
H -0.5147 -2.0426 4.1944
H -1.4179 -3.0789 3.0690
H 2.0837 -1.4175 -1.6937
H 1.4318 -2.6962 -0.7901
H 2.0911 0.6797 -0.6756
N 1.8829 -1.7912 -0.7744
N 1.5990 0.3760 0.1671
O -0.2608 1.3666 0.4471
O -0.5525 3.6412 -0.9204
O -1.8209 1.7236 -3.5055
```

Summary:
- SMILES: [H]/N=C(\N)C#CC.O=CC(=O)CO
- E_LUMO: -0.8 eV
- Kohn-Sham gap: 0.278 Ha

No. 9
One molecule with the formula C7H10N2O6. Source: the Open Molecules 2025 dataset; level of theory: wB97M-V/def2-TZVPD.

```
25
C7H10N2O6 wB97M-V/def2-TZVPD
C -1.2513 1.6835 -0.3970
C 1.3272 -0.3786 -1.4925
C -2.1193 0.4808 -0.3944
C 0.6070 0.5067 0.5388
C 1.1813 -1.6647 -2.3420
C -3.3695 0.6914 -0.8177
C 1.9544 1.0456 1.0589
N -0.0878 -0.0593 1.6739
N 0.3154 -1.1162 2.2280
O -1.6205 2.7936 -0.6928
O 1.9653 0.5849 -1.8427
O -0.4542 -1.5562 3.2594
O 1.1814 -1.9097 1.9979
O 0.0235 1.6888 0.1322
O 0.5686 -0.4924 -0.4106
H -1.6334 -0.2928 0.2227
H 1.0108 -2.6621 -1.7473
H 1.8779 -1.7406 -3.1258
H 0.2709 -1.6917 -2.9319
H -1.2823 -1.0906 3.3424
H -4.0342 -0.0221 -0.5572
H -3.5946 1.6395 -1.2360
H 1.9492 1.5171 2.0392
H 2.3863 1.6975 0.3281
H 2.8282 0.3477 1.1662
```

Summary:
- SMILES: C=CC(=O)O[C@@](C)(/N=[N+](\[O-])O)OC(C)=O
- E_LUMO: 0.1 eV
- Kohn-Sham gap: 0.390 Ha

No. 10
C7H10N2OS as an isolated structure. Source: the Open Molecules 2025 dataset; level of theory: wB97M-V/def2-TZVPD.

```
21
C7H10N2OS wB97M-V/def2-TZVPD
C -0.1515 2.6261 0.3883
C 0.9052 1.8300 0.7631
C -1.0994 0.7062 -0.0996
C 2.5378 -0.8396 -0.1153
C 1.2374 -1.6987 -0.2908
C 1.3789 -0.6598 0.8218
C -3.4814 -0.3201 -0.6875
N -1.2615 1.9609 -0.0689
N 0.5891 0.4981 0.6633
O -2.2915 -0.8503 1.4934
S -1.9553 -0.9185 0.0698
H -0.0628 3.7423 0.4869
H 1.7088 2.1737 1.3204
H 3.4327 -1.3927 -0.0374
H 2.6232 0.0312 -0.9194
H 0.5118 -1.4316 -1.0428
H 1.2326 -2.7488 -0.0093
H 1.3493 -1.0641 1.7945
H -4.1634 -1.0388 -0.9307
H -3.1991 0.2607 -1.4594
H -3.9411 0.3167 0.1900
```

Summary:
- E_LUMO: 0.5 eV
- Kohn-Sham gap: 0.320 Ha

No. 11
One molecule with the formula C7H10N2S. Source: the Open Molecules 2025 dataset; level of theory: wB97M-V/def2-TZVPD.

```
20
C7H10N2S wB97M-V/def2-TZVPD
C -2.9124 0.8140 0.5460
C -3.1857 -0.5101 0.5228
C -1.0276 0.1213 -0.4565
C 1.1893 1.0367 -1.2276
C 1.4840 -0.0039 -0.1793
C 2.1131 -1.3465 -0.5848
C 1.1035 0.2832 1.2799
N -1.6654 1.1306 0.0509
N 0.1286 0.0363 -1.1410
S -1.9757 -1.4192 -0.2855
H -3.4735 1.5033 0.9738
H -4.1420 -0.9237 0.7698
H 0.9809 2.0322 -0.8227
H 1.7108 1.0819 -2.2053
H 3.1774 -1.1728 -0.6819
H 1.6002 -1.6096 -1.5364
H 1.8917 -1.9376 0.3289
H 0.4744 -0.5603 1.4820
H 0.5193 1.2950 1.2623
H 2.0090 0.1492 1.9046
```

Summary:
- SMILES: CC1(C)CN1c1nccs1
- E_LUMO: 0.9 eV
- Kohn-Sham gap: 0.334 Ha

No. 12
An isolated ion of composition C7H10N3 and charge +1. Source: the Open Molecules 2025 dataset; level of theory: wB97M-V/def2-TZVPD.

```
20
C7H10N3 wB97M-V/def2-TZVPD
C 2.3149 -1.2062 0.8107
C 1.0067 -1.5234 -1.2214
C -0.0984 -0.7607 -1.1361
C 2.2907 -1.2221 -0.6485
C -0.1114 0.4196 -0.2939
C -0.9753 2.0096 1.2446
C -2.4426 0.3045 0.3003
N 2.3394 -1.2958 1.9593
N 3.4890 -1.0745 -1.0794
N -1.1030 0.8126 0.3961
H 0.8233 -2.5058 -1.8743
H -1.0135 -1.0847 -1.6030
H 0.8697 1.0023 -0.0650
H -0.1438 2.6673 0.8647
H -1.9221 2.5255 1.4209
H -0.7483 1.4777 2.1604
H -3.2270 0.9079 0.7578
H -2.5802 0.2048 -0.7992
H -2.5790 -0.6298 0.8756
H 3.8109 -1.0288 -2.0695
```

Summary:
- SMILES: [H]/N=C(C#N)\C=C/C=[N+](C)C
- Net charge: +1
- E_LUMO: -5.5 eV
- Kohn-Sham gap: 0.326 Ha

Values of max |F|, in order: 8.48, 5.50, 2.77, 3.83, 4.01, 4.44, 6.03, 3.24, 3.43, 4.91, 5.31, 4.55, all in eV/A.
Values of ΔE to the lowest compared entry with this formula, charge and spin, in order: 640.78, 744.48, 318.92, 377.22, 646.21, 299.57, 225.12, 444.34, 273.67, 493.33, 162.06, 346.59, all in kJ/mol.